No. 1
ORCA calculation (ωB97M-V with the def2-TZVPD basis set) on a molecular structure, C15H38BNO15.

Structure (XYZ):
```
70
Properties=species:S:1:pos:R:3:nbo_charge:R:1
C -3.414 0.913 4.729 -0.611
C -3.671 1.559 3.395 -0.427
C -3.201 0.692 2.207 -0.423
C -3.551 1.239 0.821 -0.218
N -3.068 0.332 -0.334 -0.230
C -3.912 -0.885 -0.388 -0.233
C -2.929 -2.144 -0.579 -0.412
C -1.710 -1.739 0.172 -0.413
C -1.667 -0.198 -0.195 -0.278
C -3.299 1.081 -1.550 -0.207
C -2.465 2.252 -1.812 -0.426
C -3.177 3.103 -2.870 -0.575
H -3.669 -0.138 4.433 0.207
H -4.092 1.257 5.638 0.235
H -2.306 1.095 4.976 0.225
H -3.176 2.366 3.152 0.196
H -4.550 2.049 3.344 0.214
H -3.848 -0.291 2.437 0.205
H -1.985 0.486 2.341 0.236
H -3.094 2.340 0.758 0.246
H -4.655 1.287 0.719 0.226
H -4.493 -1.049 -1.241 0.238
H -4.594 -0.882 0.402 0.225
H -2.718 -2.514 -1.563 0.230
H -3.411 -2.986 -0.100 0.237
H -0.806 -2.334 -0.266 0.265
H -1.799 -2.000 1.168 0.227
H -1.080 -0.066 -1.057 0.244
H -0.865 0.225 0.413 0.268
H -4.411 1.401 -1.578 0.228
H -3.269 0.281 -2.338 0.231
H -1.542 2.076 -2.077 0.221
H -2.345 3.027 -0.925 0.211
H -4.093 3.444 -2.764 0.210
H -3.348 2.696 -3.687 0.198
H -2.613 4.140 -2.969 0.220
O 4.054 -2.190 2.166 -0.573
C 3.400 -1.693 1.202 0.647
O 4.086 -0.982 0.366 -0.593
B 3.042 -0.538 -0.580 1.179
O 1.827 -1.192 -0.121 -0.647
C 2.077 -1.960 0.807 0.680
O 1.446 -2.852 1.074 -0.534
O 3.291 -0.744 -2.011 -0.636
C 3.205 0.325 -2.659 0.675
O 3.209 0.309 -3.837 -0.545
C 3.092 1.381 -1.764 0.651
O 2.856 1.026 -0.577 -0.601
O 3.208 2.613 -2.055 -0.617
O 2.379 2.320 -5.524 -0.976
H 2.649 1.560 -4.901 0.489
H 3.265 2.923 -5.294 0.459
O 1.501 -2.332 -4.075 -0.920
H 1.277 -2.922 -3.444 0.449
H 2.117 -1.806 -3.653 0.468
O 6.453 -4.367 1.571 -0.942
H 6.555 -5.352 1.487 0.471
H 6.298 -4.140 2.444 0.472
O 0.953 -4.635 2.984 -0.965
H 1.209 -3.972 2.312 0.477
H 1.682 -4.916 3.321 0.460
O 5.124 2.636 0.870 -0.933
H 5.000 2.085 0.066 0.465
H 4.294 3.124 0.922 0.469
O 3.424 -4.062 4.272 -0.950
H 3.444 -3.293 5.000 0.467
H 3.687 -3.596 3.553 0.479
O 3.208 5.394 -2.111 -0.958
H 2.257 5.328 -2.487 0.448
H 3.284 4.380 -2.110 0.496
```

Calculated values
HOMO-LUMO gap: 9.4 eV
Total charge: 0
LUMO energy: -0.67 eV
ΔE to the lowest compared entry with this formula, charge and spin: 2.460 eV
Total energy: -49046.112 eV
HOMO energy: -10.0234 eV

No. 2
ORCA calculation (ωB97M-V with the def2-TZVPD basis set) on 5 unconnected molecules or ions with the total composition C15H38BrN9O11P.

Structure (XYZ):
```
75
Properties=species:S:1:pos:R:3:lowdin_charge:R:1
C 3.190 -3.272 -0.162 -0.049
C 2.415 -1.960 -0.226 -0.244
O 1.249 -2.133 -1.026 -0.115
C 0.117 -1.453 -0.574 -0.119
C 0.216 0.081 -0.806 -0.365
O 1.200 0.367 -1.788 0.025
C 0.634 1.014 0.346 -0.142
C -0.132 0.898 1.680 -0.162
O 0.161 -0.312 2.330 -0.118
O 1.327 -0.047 3.138 0.005
N 0.298 2.333 -0.281 0.005
C 0.973 3.647 -0.092 -0.590
Br 1.851 3.717 1.625 0.908
C 1.930 3.909 -1.246 -0.247
C 3.244 3.122 -1.214 -0.095
C -0.665 2.200 -1.120 0.034
C -1.076 0.799 -1.326 -0.171
P -2.707 0.265 -0.649 0.509
O -2.557 -0.663 0.472 -0.221
O -3.464 -0.329 -1.925 -0.106
O -3.613 1.555 -0.412 -0.073
H 3.657 -3.393 0.818 0.075
H 2.528 -4.118 -0.347 0.085
H 3.995 -3.288 -0.899 0.076
H 2.128 -1.614 0.778 0.104
H 3.033 -1.170 -0.671 0.119
H -0.101 -1.681 0.472 0.129
H -0.725 -1.839 -1.156 0.138
H 1.008 -0.144 -2.587 0.123
H 1.695 0.922 0.585 0.147
H -1.218 0.944 1.566 0.119
H 0.168 1.726 2.324 0.080
H 1.810 -0.879 3.032 0.103
H 0.195 4.409 -0.065 0.112
H 2.149 4.976 -1.230 0.092
H 1.384 3.645 -2.160 0.116
H 3.145 2.139 -0.746 0.057
H 4.021 3.688 -0.698 0.070
H 3.584 2.947 -2.237 0.086
H -1.066 3.049 -1.669 0.177
H -1.174 0.580 -2.406 0.099
H -2.923 -0.993 -2.382 0.104
H -3.155 2.310 -0.029 0.088
C -3.568 -3.830 2.206 -0.667
O -2.686 -4.199 1.439 -0.004
N -4.280 -4.729 2.944 0.171
N -3.893 -2.515 2.356 0.158
H -5.014 -4.467 3.574 0.096
H -4.063 -5.706 2.817 0.070
H -3.382 -1.861 1.785 0.044
H -4.611 -2.196 2.977 0.094
C -1.889 0.479 -5.052 -0.640
O -1.081 0.063 -4.209 -0.016
N -3.144 0.831 -4.672 0.180
N -1.565 0.596 -6.357 0.182
H -3.863 1.180 -5.277 0.113
H -3.315 0.718 -3.689 0.064
H -0.641 0.320 -6.635 0.117
H -2.209 0.918 -7.055 0.110
C -2.254 -7.537 3.225 -0.685
O -3.241 -7.783 2.549 0.013
N -1.918 -8.290 4.319 0.148
N -1.433 -6.482 2.957 0.159
H -1.116 -8.108 4.891 0.089
H -2.510 -9.069 4.538 0.101
H -1.675 -5.884 2.178 0.070
H -0.662 -6.228 3.543 0.093
C 4.022 7.122 0.637 -0.673
O 3.093 6.809 -0.099 -0.003
N 4.499 6.266 1.586 0.154
N 4.630 8.334 0.559 0.162
H 5.253 6.489 2.209 0.099
H 4.045 5.371 1.651 0.024
H 4.291 8.977 -0.131 0.109
H 5.388 8.611 1.154 0.100
```

Calculated values
HOMO-LUMO gap: 7.0 eV
Total charge: +1
LUMO energy: -3.98 eV
Total energy: -131433.714 eV
HOMO energy: -10.9952 eV